C2H3Hg | ωB97M-V with the def2-TZVPD basis set

gap between HOMO and LUMO (spin up / spin down)	8.0 / 9.6	eV
molar mass	227.6	g/mol
ΔE to the lowest compared entry with this formula, charge and spin	0.00	kJ/mol
E	-6292.759	eV

```
! RIJCOSX wB97M-V def2-TZVPD def2/J DEFGRID3
* xyz 0 2
C -1.011 0.668 -0.007
H -1.781 1.449 0.018
C -0.923 -0.618 -0.042
H -1.576 -1.500 -0.067
H 2.717 -0.114 -0.051
Hg 1.067 0.171 0.079
*
```